This record from the Open Molecules 2025 dataset describes a structure of composition C5H7N. The level of theory is ωB97M-V with the def2-TZVPD basis set.

Each line ends with the Löwdin charge.
Atoms and positions in Å:
C: 1.2749 0.1443 0.4024  -0.13
C: -0.1396 0.5976 0.8140  -0.35
C: 0.3797 0.0061 -0.9773  -0.27
C: -0.6528 -1.1252 -0.8051  -0.08
C: -0.9290 -0.8508 0.4819  -0.09
H: 2.0591 1.0025 0.3113  0.12
H: 1.4146 -0.7183 1.2507  0.14
H: 0.0721 0.9468 1.9808  0.17
H: -1.0631 1.8257 -0.6800  0.11
H: 0.8235 -0.1769 -2.0079  0.12
H: -1.1320 -2.0291 -1.3828  0.14
H: -1.9450 -0.9871 1.0682  0.12
N: -0.1624 1.3645 -0.4563  -0.01

Cartesian forces, eV/Å:
-0.611 -1.505 0.812
1.937 -1.031 2.497
2.004 -0.446 -2.583
-0.594 -0.580 2.588
-3.668 2.561 1.592
-1.498 -1.804 0.396
0.876 1.332 -2.967
-1.983 -0.047 -2.976
0.433 -1.163 -0.567
-0.028 1.501 1.106
1.443 2.357 0.715
2.419 -0.634 -0.965
-0.729 -0.541 0.354

Calculated values
- Relative energy (zero: lowest compared OMol25 entry of this formula, charge and spin): 134.0 kcal/mol
- Molar mass: 81.12 g/mol
- E_HOMO: -8.90 eV
- E_tot: -6782.7009 eV
- Gap between HOMO and LUMO: 10.06 eV
- 2S+1: 1

---

This record from the Open Molecules 2025 dataset describes the molecule C5H7N. The level of theory is ωB97M-V with the def2-TZVPD basis set.

Each line ends with the Löwdin charge.
Atoms and positions in Å:
C: 2.3648 -1.0625 -0.2420  0.10
C: 1.7864 -0.0876 -0.6545  -0.08
C: 0.5277 0.6530 -0.6406  -0.30
C: 0.0434 1.2860 0.6345  -0.10
N: -0.3133 -0.0480 0.2911  -0.16
C: -1.5751 -0.6738 0.0307  -0.08
H: 2.6625 -1.9726 0.2229  0.03
H: 0.1221 1.0739 -1.5644  0.14
H: -0.6829 2.0968 0.5316  0.11
H: 0.7373 1.3823 1.4690  0.11
H: -1.4253 -1.4059 -0.7710  0.09
H: -2.4015 -0.0008 -0.2335  0.08
H: -1.8462 -1.2408 0.9262  0.08

Cartesian forces, eV/Å:
0.029 0.416 -0.267
0.017 -0.657 0.390
0.032 -0.073 -0.172
-0.058 0.200 0.208
-0.088 -0.054 0.183
-0.226 0.021 -0.025
0.514 0.072 -0.233
0.095 -0.213 0.184
0.062 -0.132 -0.049
-0.145 0.063 -0.117
-0.098 0.178 0.075
0.046 0.049 -0.072
-0.180 0.130 -0.105

Calculated values
- Relative energy (zero: lowest compared OMol25 entry of this formula, charge and spin): 95.6 kcal/mol
- Molar mass: 81.12 g/mol
- E_HOMO: -8.78 eV
- E_tot: -6784.3671 eV
- Gap between HOMO and LUMO: 9.84 eV
- SMILES: C#C[C@@H]1CN1C
- 2S+1: 1

---

This record from the Open Molecules 2025 dataset describes the molecule C5H7N. The level of theory is ωB97M-V with the def2-TZVPD basis set.

Each line ends with the Löwdin charge.
Atoms and positions in Å:
C: 0.2097 -0.5866 0.6592  -0.27
C: -0.2479 0.8213 0.4876  -0.32
C: 0.7482 1.2076 1.8485  0.21
C: 0.2086 1.5631 -0.8424  -0.07
C: -0.2463 -2.0503 -0.1149  0.00
N: 0.8505 -0.3405 1.7562  -0.02
H: -1.2643 0.9848 0.7470  0.09
H: 1.1500 1.3357 -1.1950  0.04
H: 0.2397 2.6031 -0.8217  0.04
H: -0.5165 1.4134 -1.6751  0.08
H: 0.1216 -1.9791 -1.1737  0.06
H: -1.4275 -2.0592 -0.1729  0.10
H: 0.1742 -2.9134 0.4971  0.07

Cartesian forces, eV/Å:
-1.245 -0.392 0.237
2.009 3.035 -1.670
-1.940 -4.605 -3.510
-3.397 -1.293 0.412
-0.185 2.364 1.353
1.743 -0.676 1.853
-1.038 0.259 -0.084
2.140 -1.243 -0.477
-0.204 2.045 0.983
0.398 -0.444 0.449
-0.155 -0.297 1.128
2.470 0.062 0.376
-0.598 1.187 -1.049

Calculated values
- Relative energy (zero: lowest compared OMol25 entry of this formula, charge and spin): 151.7 kcal/mol
- Molar mass: 81.12 g/mol
- E_HOMO: -8.81 eV
- E_tot: -6781.9323 eV
- Gap between HOMO and LUMO: 7.95 eV
- 2S+1: 1

---

This record from the Open Molecules 2025 dataset describes the ion C5H7N2 with charge +1. The level of theory is ωB97M-V with the def2-TZVPD basis set.

Each line ends with the Löwdin charge.
Atoms and positions in Å:
C: 0.4705 2.1189 0.9309  0.08
C: 0.4343 1.5095 -0.2833  -0.08
C: -0.0558 -0.0767 1.1226  0.00
C: -0.5328 -2.1058 -0.9053  -0.01
C: 0.0472 -0.8166 -1.1859  0.03
N: -0.0866 1.0275 1.6829  0.05
N: 0.1114 0.2107 -0.2923  -0.03
H: 0.6540 3.0231 1.3813  0.11
H: 0.3663 2.1879 -1.0977  0.13
H: -1.6652 -2.3929 -0.9751  0.17
H: 0.0498 -2.8158 -1.5531  0.12
H: -0.4980 -2.0432 0.2630  0.12
H: 0.9336 -0.8918 -1.7769  0.15
H: -0.2287 1.0654 2.6889  0.17

Cartesian forces, eV/Å:
-2.520 -5.070 -1.358
1.669 5.028 -1.724
-2.098 -5.404 -1.508
-1.459 -0.168 0.223
1.224 0.409 1.933
1.406 3.951 3.823
-1.163 -2.127 1.156
0.381 2.049 0.338
0.671 -0.296 -1.347
1.823 1.084 -0.171
-0.686 0.196 1.279
0.484 -0.506 -0.851
-0.020 0.876 -1.686
0.289 -0.023 -0.108

Calculated values
- Relative energy (zero: lowest compared OMol25 entry of this formula, charge and spin): 136.1 kcal/mol
- Molar mass: 95.12 g/mol
- E_HOMO (alpha / beta): -14.03 / -14.02 eV
- E_tot: -8266.8747 eV
- Gap between HOMO and LUMO (alpha / beta): 7.54 / 7.54 eV
- Charge: +1
- 2S+1: 1

---

This record from the Open Molecules 2025 dataset describes the ion C5H7N2 with charge +1. The level of theory is ωB97M-V with the def2-TZVPD basis set.

Each line ends with the Löwdin charge.
Atoms and positions in Å:
C: 1.8237 0.0895 0.3797  -0.11
C: 0.8116 2.0959 -0.2549  -0.21
C: 0.6224 -0.5667 0.5489  0.20
C: -0.3752 -1.3824 0.6760  -0.06
C: -1.6121 -1.3673 -0.0118  -0.06
N: 1.9208 1.3438 0.1494  0.11
N: -0.1873 1.5312 -0.8123  0.20
H: 2.8481 -0.4568 0.2816  0.20
H: 1.2334 3.1364 -0.1303  0.16
H: -0.1740 -2.3116 1.2505  0.19
H: -2.2655 -2.2092 0.1458  0.10
H: -1.5180 -1.4067 -1.1033  0.12
H: -2.2022 -0.5110 0.1591  0.09
H: -0.9256 2.0151 -1.2784  0.08

Cartesian forces, eV/Å:
2.552 0.054 0.023
0.700 0.683 -0.133
-1.547 -0.554 -0.536
2.681 -0.623 0.683
-2.693 -0.720 -2.393
0.128 -0.473 -0.570
1.936 -0.996 1.263
-2.014 0.401 0.594
-1.793 -0.389 -0.464
0.280 0.663 0.183
0.107 -0.437 0.759
0.618 0.271 0.053
-0.495 1.246 0.446
-0.459 0.873 0.092

Calculated values
- Relative energy (zero: lowest compared OMol25 entry of this formula, charge and spin): 138.2 kcal/mol
- Molar mass: 95.12 g/mol
- E_HOMO: -15.14 eV
- E_tot: -8266.7847 eV
- Gap between HOMO and LUMO: 8.21 eV
- Charge: +1
- 2S+1: 1

---

This record from the Open Molecules 2025 dataset describes the ion C5H7N2O with charge +1. The level of theory is ωB97M-V with the def2-TZVPD basis set.

Each line ends with the Löwdin charge.
Atoms and positions in Å:
C: -0.3265 0.4153 2.9451  0.18
C: -0.0183 -0.1293 1.8423  -0.01
N: 0.3509 -0.8328 0.9195  0.21
C: 0.5206 -1.2643 -0.2652  0.00
C: 0.0976 -0.4579 -1.3485  -0.29
C: -0.8888 0.7466 -1.1227  -0.03
N: 1.3457 0.4184 -1.8294  0.07
O: 2.3759 -0.1091 -2.0434  0.11
H: -0.9261 1.2359 3.0165  0.08
H: -0.1128 0.0517 3.8807  0.09
H: 1.2282 -2.1175 -0.5885  0.20
H: -0.3213 -0.9303 -2.1963  0.14
H: -1.8540 0.3557 -0.6099  0.13
H: -1.0458 1.1665 -2.0797  0.07
H: -0.4253 1.4511 -0.5205  0.04

Cartesian forces, eV/Å:
-0.091 -0.038 -0.414
0.684 -1.587 -0.957
0.190 -0.202 -0.032
1.657 -1.228 -0.250
-1.788 3.232 -0.573
-1.334 -3.661 1.335
1.716 -0.311 -0.750
-1.212 0.155 0.329
-1.614 2.382 -0.347
1.089 -1.309 1.929
-1.277 0.985 1.455
0.344 -1.248 -0.984
1.438 0.853 -1.122
-0.554 0.456 -0.883
0.752 1.520 1.264

Calculated values
- Relative energy (zero: lowest compared OMol25 entry of this formula, charge and spin): 123.4 kcal/mol
- Molar mass: 111.12 g/mol
- E_HOMO: -13.61 eV
- E_tot: -10313.2819 eV
- Gap between HOMO and LUMO: 7.64 eV
- Charge: +1
- SMILES: C=C=[N+]=C[C@@H](C)N=O
- 2S+1: 1

---

This record from the Open Molecules 2025 dataset describes the ion C5H7N2O3 with charge -1. The level of theory is ωB97M-V with the def2-TZVPD basis set.

Each line ends with the Löwdin charge.
Atoms and positions in Å:
C: -1.0063 1.7395 -0.4994  -0.48
C: -1.1228 0.4932 -0.9882  -0.02
C: 0.2742 1.9178 0.3179  -0.40
C: -1.9351 -0.4932 -1.6935  -0.12
C: 2.1904 0.7234 1.2471  -0.05
N: 0.4617 -0.4546 0.0384  -0.05
N: 0.9258 0.7401 0.5417  -0.19
O: -1.7843 2.7105 -0.7093  -0.09
O: 0.7318 2.9743 0.7251  0.04
O: -0.2232 -1.1782 1.0807  -0.13
H: -2.7982 0.0365 -2.1056  0.08
H: -2.2960 -1.2884 -1.0320  0.06
H: -1.3852 -0.9614 -2.5171  0.06
H: 2.6076 -0.2780 1.1574  0.07
H: 2.8695 1.4564 0.8049  0.08
H: 2.0515 0.9730 2.3039  0.08
H: -0.9344 -0.6103 1.4131  0.07

Cartesian forces, eV/Å:
-0.438 0.361 -0.371
2.854 -2.067 1.691
0.347 0.098 0.258
0.119 0.016 0.040
-0.102 0.146 0.012
-2.950 1.462 -2.317
0.389 -0.154 0.540
0.030 0.220 0.143
-0.255 -0.074 -0.154
0.128 -0.232 0.353
-0.053 -0.012 -0.019
-0.038 0.002 -0.011
-0.109 0.019 -0.004
-0.050 0.025 -0.005
0.014 -0.007 0.080
0.097 -0.009 -0.056
0.016 0.205 -0.179

Calculated values
- Relative energy (zero: lowest compared OMol25 entry of this formula, charge and spin): 114.1 kcal/mol
- Molar mass: 143.12 g/mol
- E_HOMO: -3.39 eV
- E_tot: -14417.9820 eV
- Gap between HOMO and LUMO: 7.23 eV
- Charge: -1
- 2S+1: 1

---

This record from the Open Molecules 2025 dataset describes the molecule C5H7N3. The level of theory is ωB97M-V with the def2-TZVPD basis set.

Each line ends with the Löwdin charge.
Atoms and positions in Å:
C: -2.4769 0.4872 -0.0394  -0.17
N: -2.6737 -0.7918 -0.0136  0.03
N: -1.3851 -1.4178 -0.0559  0.07
C: -0.4775 -0.5072 -0.0487  -0.29
C: 0.9399 -0.8314 -0.1647  -0.26
C: 1.9726 -0.1073 0.6686  -0.13
N: 1.8230 0.1962 -0.7634  0.03
C: -1.0474 0.9110 -0.0782  -0.09
H: -3.3599 1.1321 -0.0053  0.11
H: 1.1436 -1.8759 -0.3528  0.14
H: 1.6571 0.7070 1.3089  0.09
H: 2.8861 -0.5724 1.0513  0.11
H: 2.5423 -0.3321 -1.2606  0.09
H: -0.7814 1.4480 -1.0231  0.14
H: -0.7628 1.5544 0.7768  0.13

Cartesian forces, eV/Å:
-1.194 -0.541 0.156
0.711 1.310 -0.069
0.407 0.409 0.145
-0.497 0.522 -0.473
1.034 0.190 0.928
-0.175 0.323 -0.185
0.220 -0.795 0.089
0.007 -0.646 -0.191
0.433 -0.059 -0.055
0.003 -0.039 -0.167
-0.213 -0.015 -0.012
-0.438 -0.270 -0.414
-0.107 0.411 -0.074
-0.108 -0.455 0.720
-0.081 -0.346 -0.398

Calculated values
- Relative energy (zero: lowest compared OMol25 entry of this formula, charge and spin): 71.8 kcal/mol
- Molar mass: 109.13 g/mol
- E_HOMO: -9.59 eV
- E_tot: -9766.2729 eV
- Gap between HOMO and LUMO: 10.39 eV
- SMILES: C1=NN=C([C@@H]2CN2)C1
- 2S+1: 1

---

This record from the Open Molecules 2025 dataset describes the molecule C5H7N3. The level of theory is ωB97M-V with the def2-TZVPD basis set.

Each line ends with the Löwdin charge.
Atoms and positions in Å:
C: -1.4401 0.1581 1.6955  0.00
C: -0.5539 -0.1458 0.7524  -0.25
C: 0.1447 -1.7258 0.6638  -0.01
N: 1.1174 -2.0158 -0.1047  0.02
C: 1.4981 -1.0693 -0.9920  -0.20
C: 0.9888 0.1784 -1.0770  -0.07
N: -0.0493 0.6005 -0.2616  -0.16
N: -0.5939 1.8875 -0.5474  0.10
H: -1.9750 1.1494 1.6072  0.06
H: -1.7333 -0.4494 2.4974  0.02
H: -0.3249 -2.3702 1.4046  0.10
H: 2.3004 -1.4772 -1.6755  0.11
H: 1.3268 0.7945 -1.9432  0.13
H: -0.8469 1.9504 -1.5238  0.09
H: 0.1412 2.5348 -0.4960  0.06

Cartesian forces, eV/Å:
-0.725 2.723 -1.354
1.430 -4.596 0.591
-1.066 3.725 0.599
-1.963 -1.063 1.797
2.100 0.467 -1.950
0.268 -1.077 -0.883
0.450 1.662 -1.955
-0.795 -0.959 0.244
0.813 -1.149 0.272
-0.149 -1.083 0.650
0.363 -0.277 -0.251
-0.979 1.190 0.610
-0.567 -0.144 1.179
-0.469 -0.581 -0.232
1.289 1.162 0.682

Calculated values
- Relative energy (zero: lowest compared OMol25 entry of this formula, charge and spin): 89.7 kcal/mol
- Molar mass: 109.13 g/mol
- E_HOMO: -7.49 eV
- E_tot: -9765.4996 eV
- Gap between HOMO and LUMO: 8.16 eV
- SMILES: C=C1C=NC=CN1N
- 2S+1: 1

---

This record from the Open Molecules 2025 dataset describes a cluster of 4 separate species, C5H7N3 in total. The level of theory is ωB97M-V with the def2-TZVPD basis set.

Each line ends with the Löwdin charge.
Atoms and positions in Å:
C: 2.2215 1.1612 -0.4238  -0.11
C: 0.8177 0.6562 -0.1197  -0.60
C: -0.7750 -0.7401 -0.4549  -0.27
C: -1.6806 -1.5481 -1.0221  0.09
C: -0.9504 -0.0766 0.8679  -0.47
H: 2.5736 1.7923 1.0355  0.15
H: 2.4226 2.3434 -1.7900  0.21
H: 3.0941 -0.4486 -0.6429  0.22
H: -1.3602 -2.1124 -1.9215  0.08
H: -2.6630 -1.7380 -0.7535  0.03
H: -2.4843 -1.2075 1.6443  0.15
H: 0.2319 1.3902 1.9279  0.19
N: 0.4431 -0.2070 -0.9781  0.10
N: -1.8640 -0.2282 1.6698  0.12
N: -0.0270 0.9633 0.9610  0.12

Cartesian forces, eV/Å:
1.926 0.885 2.323
2.506 1.168 -1.229
0.076 0.530 0.107
2.931 -0.278 -1.827
-0.860 0.048 -1.638
-0.404 -1.521 -4.306
-0.505 -2.939 3.400
-1.750 4.063 0.382
-0.260 0.773 0.363
-1.472 -0.190 1.238
2.299 3.518 -0.672
-0.437 -1.183 -2.726
-1.683 -1.673 0.268
-3.821 -3.438 3.459
1.455 0.238 0.860

Calculated values
- Relative energy (zero: lowest compared OMol25 entry of this formula, charge and spin): 248.5 kcal/mol
- Molar mass: 109.13 g/mol
- E_HOMO: -8.60 eV
- E_tot: -9758.6134 eV
- Gap between HOMO and LUMO: 7.53 eV
- 2S+1: 1